Density functional theory data (wB97M-V/def2-TZVPD) for a structure of composition C11H45BeN22O12.

Its frontier orbital gap is 7.40 eV. Its total energy is -2568.45372 Eh. As for the net charge: +1. The calculation puts the molar mass at 686.6 g mol⁻¹. The calculation puts the HOMO energy at -10.5 eV.

Last column: Mulliken charge in e.
Geometry (Å):
C 2.086 -2.433 -2.196  0.3630
N 1.594 4.979 2.429  -0.4965
H 0.015 2.233 -3.220  0.2975
N 2.935 -0.534 0.900  -0.1115
H 3.677 4.477 2.303  0.1469
H 1.168 0.879 4.308  0.2622
N -1.630 6.229 -0.962  -0.4933
H -0.433 -1.478 -7.135  0.1121
H -1.681 -3.529 1.468  0.5276
H 0.585 5.009 2.452  0.2420
O 1.130 3.247 1.097  -0.3872
H 3.699 3.153 1.103  0.2396
H -4.418 1.564 3.014  0.2758
N 0.952 2.589 -3.090  -0.5152
C 1.962 3.959 1.700  0.3596
N -3.413 -0.841 1.199  -0.1876
H -2.506 1.049 -3.974  0.2999
N 3.221 3.766 1.748  -0.2661
C -1.970 0.000 -2.379  0.3785
N -1.362 -6.588 2.769  -0.3034
N 4.657 0.106 2.002  -0.4291
N -0.958 -2.840 1.622  -0.2104
O -1.274 4.115 -0.820  -0.4392
H -3.719 -1.576 1.820  0.2095
N -1.822 1.240 4.966  -0.4689
Be -0.732 1.716 0.504  1.2467
H 2.166 -0.531 0.245  0.4672
N -0.814 -5.710 0.821  -0.3289
C 3.894 0.320 0.933  0.7877
N 0.302 0.796 4.822  -0.4222
H 0.505 4.546 -2.230  0.2457
H 3.052 3.309 -2.104  0.2636
C -0.744 1.219 4.178  0.6162
H -2.128 -1.587 -6.786  0.2506
O -0.304 -3.892 3.463  -0.7584
N -1.172 -1.648 -6.468  -0.3844
O 4.062 1.272 0.214  -0.8997
H 3.053 -0.707 -2.253  0.1666
H -2.591 1.772 4.584  0.1936
H 2.085 5.384 3.213  0.2012
N 0.495 -2.450 -5.407  -0.3450
O -1.946 0.965 -1.587  -0.4789
C -1.277 -6.780 1.471  0.5129
H 1.464 3.039 -3.835  0.1816
H -1.565 -7.370 3.376  0.2214
C -0.866 5.161 -1.105  0.6134
O -0.398 -0.654 0.334  0.3865
O -0.661 1.529 3.013  -0.6029
C -0.810 -2.319 -5.353  0.7699
N 2.758 2.385 -1.822  -0.2881
N 0.138 -1.778 3.046  -0.1806
O -1.536 -2.661 -4.512  -0.7336
N 2.224 -1.203 -1.958  0.3378
H -2.772 -0.939 0.424  0.1129
H -4.706 -0.092 3.272  0.1488
H 0.424 -2.162 -1.065  0.0038
N -2.211 0.157 -3.604  -0.2555
H 4.425 -0.662 2.614  0.1176
H 5.445 0.696 2.230  0.2279
H -1.706 -1.490 -1.124  -0.0685
H -0.878 -5.924 -0.164  0.0878
O -1.798 -7.734 0.911  -0.6917
H 3.129 2.009 -0.961  0.2151
O -3.189 1.363 0.958  -0.7003
H -2.296 -0.602 -4.264  0.1178
N 0.914 -2.773 -1.703  0.3032
H -1.592 -1.853 -2.881  0.4110
N 0.245 5.383 -1.728  -0.3309
H 0.133 0.845 5.817  0.1426
H 0.000 -1.102 2.309  -0.1919
H 1.567 -0.686 -1.391  -1.3450
C -0.254 -2.991 2.710  0.4046
H 0.067 -0.630 -0.525  -0.7209
C 1.490 2.132 -2.021  0.0111
H -1.881 0.749 5.847  0.1748
H 0.727 -1.695 3.862  0.2186
H 0.968 -2.874 -4.622  0.1763
N -4.287 0.618 2.688  -0.4189
O 2.796 -3.089 -2.960  -0.7619
H 0.958 -2.051 -6.211  0.1279
O 0.899 1.437 -1.284  -0.0068
H -0.436 -4.909 1.307  0.1627
H 2.838 -1.100 1.731  0.2069
H -2.551 6.091 -0.571  0.2473
H -1.317 7.082 -1.403  0.1266
H -0.798 -5.817 3.098  0.2507
N -1.885 -1.288 -2.097  -0.2019
C -3.673 0.428 1.557  0.6234
H -0.876 -1.990 1.083  0.3138
H 0.637 -3.742 -1.632  0.1301
H 0.295 6.310 -2.126  0.1851